i:
64
Properties=species:S:1:pos:R:3:lowdin_charge:R:1 method="wB97M-V/def2-TZVPD" gap_ha=0.2982 multiplicity=1 e_lumo_ev=0.2 smiles="C=CCn1c(SCC(=O)c2[nH]c(C)c(C(=O)OCC)c2C)nc2scc(-c3ccc(OC)cc3)c2c1=O"
C -3.37 -3.94 -1.05 0.01
C -3.29 -3.75 0.25 -0.15
C -2.58 -2.63 0.95 -0.17
N -2.04 -1.65 0.04 0.02
C -2.85 -0.83 -0.67 -0.60
N -2.46 0.02 -1.56 0.08
C -1.13 0.09 -1.77 -0.52
C -0.18 -0.64 -1.06 -0.10
C 1.15 -0.28 -1.44 -0.21
C 1.15 0.69 -2.40 -0.33
S -0.42 1.20 -2.89 1.11
H 2.00 1.13 -2.88 0.09
C 2.39 -0.85 -0.89 -0.18
C 2.54 -2.22 -0.72 -0.01
C 3.71 -2.75 -0.20 0.00
C 4.76 -1.91 0.15 -0.27
C 4.62 -0.53 -0.04 0.00
C 3.45 -0.01 -0.55 -0.03
H 3.35 1.05 -0.69 0.10
H 5.44 0.11 0.24 0.11
O 5.94 -2.32 0.67 -0.08
C 6.14 -3.69 0.90 -0.09
H 5.41 -4.10 1.60 0.10
H 6.10 -4.26 -0.04 0.10
H 7.14 -3.78 1.32 0.09
H 3.79 -3.82 -0.09 0.10
H 1.74 -2.89 -1.00 0.12
C -0.63 -1.54 -0.04 -0.35
O 0.06 -2.15 0.75 0.06
S -4.58 -0.79 -0.28 1.02
C -4.53 0.82 0.62 -0.32
C -3.46 0.66 1.67 -0.42
O -3.65 -0.04 2.66 0.05
C -2.14 1.19 1.41 -0.15
C -1.58 2.14 0.57 -0.13
C -0.17 2.11 0.80 -0.03
C 0.08 1.14 1.77 -0.20
N -1.10 0.63 2.13 0.16
H -1.25 -0.11 2.81 0.17
C 1.34 0.58 2.32 0.02
H 1.32 0.61 3.41 0.09
H 1.43 -0.46 2.01 0.08
H 2.20 1.14 1.96 0.07
C 0.80 2.97 0.12 -0.44
O 0.60 3.59 -0.89 0.08
O 1.98 3.01 0.77 -0.02
C 2.98 3.85 0.19 -0.23
C 4.27 3.67 0.97 -0.05
H 4.12 3.94 2.01 0.08
H 5.04 4.30 0.54 0.08
H 4.60 2.63 0.92 0.06
H 3.10 3.58 -0.87 0.12
H 2.64 4.89 0.23 0.13
C -2.28 3.07 -0.36 -0.03
H -2.65 2.52 -1.23 0.07
H -1.59 3.82 -0.72 0.07
H -3.12 3.55 0.14 0.09
H -4.34 1.61 -0.10 0.06
H -5.51 0.91 1.08 0.09
H -1.73 -3.03 1.51 0.13
H -3.27 -2.15 1.66 0.10
H -3.76 -4.45 0.94 0.11
H -3.91 -4.77 -1.47 0.06
H -2.93 -3.26 -1.76 0.06

=====

ii:
64
Properties=species:S:1:pos:R:3:lowdin_charge:R:1 method="wB97M-V/def2-TZVPD" gap_ha=0.3029 multiplicity=1 e_lumo_ev=0.5 smiles="C=CCn1c(SCC(=O)c2[nH]c(C)c(C(=O)OCC)c2C)nc2scc(-c3ccc(OC)cc3)c2c1=O"
C 3.54 3.24 1.26 0.02
C 4.29 3.06 0.19 -0.16
C 4.03 2.11 -0.94 -0.18
N 2.84 1.30 -0.76 0.01
C 1.61 1.84 -0.96 -0.56
N 0.49 1.21 -0.74 0.06
C 0.59 -0.04 -0.26 -0.49
C 1.78 -0.71 -0.04 -0.09
C 1.56 -2.03 0.49 -0.22
C 0.24 -2.27 0.66 -0.34
S -0.80 -0.97 0.18 1.09
H -0.21 -3.18 1.02 0.08
C 2.60 -3.01 0.82 -0.19
C 3.64 -3.28 -0.07 -0.02
C 4.61 -4.22 0.24 -0.01
C 4.56 -4.90 1.45 -0.27
C 3.51 -4.63 2.34 0.00
C 2.55 -3.70 2.03 -0.02
H 1.75 -3.50 2.73 0.12
H 3.49 -5.17 3.28 0.12
O 5.46 -5.84 1.86 -0.09
C 6.55 -6.12 1.03 -0.09
H 7.14 -6.87 1.56 0.09
H 6.23 -6.54 0.07 0.09
H 7.17 -5.23 0.85 0.10
H 5.39 -4.40 -0.47 0.10
H 3.68 -2.77 -1.01 0.12
C 3.02 -0.02 -0.28 -0.34
O 4.15 -0.43 -0.10 0.09
S 1.49 3.48 -1.53 1.06
C -0.32 3.63 -1.40 -0.35
C -0.76 3.19 -0.01 -0.44
O -0.07 3.42 0.97 0.05
C -2.02 2.49 0.11 -0.17
C -3.10 2.22 -0.72 -0.13
C -3.98 1.39 0.03 -0.04
C -3.41 1.20 1.29 -0.24
N -2.26 1.87 1.32 0.14
H -1.59 1.92 2.08 0.17
C -3.88 0.40 2.45 0.00
H -3.25 -0.49 2.57 0.08
H -3.82 0.98 3.37 0.09
H -4.90 0.08 2.28 0.07
C -5.26 0.81 -0.37 -0.43
O -6.05 0.29 0.40 0.10
O -5.48 0.88 -1.69 -0.02
C -6.71 0.34 -2.17 -0.21
C -7.85 1.34 -2.03 -0.06
H -8.76 0.91 -2.45 0.08
H -7.61 2.26 -2.55 0.08
H -8.02 1.56 -0.98 0.08
H -6.53 0.09 -3.22 0.12
H -6.94 -0.57 -1.61 0.12
C -3.34 2.74 -2.09 -0.02
H -2.94 3.75 -2.20 0.08
H -4.40 2.75 -2.30 0.07
H -2.86 2.09 -2.83 0.10
H -0.54 4.69 -1.55 0.10
H -0.77 3.02 -2.17 0.07
H 4.86 1.41 -1.02 0.13
H 3.94 2.67 -1.88 0.11
H 5.21 3.62 0.06 0.10
H 3.81 3.94 2.02 0.06
H 2.62 2.71 1.42 0.06

=====

In kJ/mol, relative to the most stable structure: i 0.0; ii 20.7.